Model w:
{"formula": "C3H9NS2", "method": "the ωB97M-V functional and the def2-TZVPD basis", "orbital_gap_ev": 9.600, "e_homo_ev": -8.778, "smiles": "CSSCCN", "species": ["N", "C", "C", "S", "S", "C", "H", "H", "H", "H", "H", "H", "H", "H", "H"], "positions_angstrom": [[1.03, 1.77, 1.89], [-0.07, 0.77, 1.74], [-0.84, 0.68, 0.41], [-1.39, -0.96, -0.05], [0.19, -2.00, -0.70], [0.20, -1.80, -2.51], [1.91, 1.29, 1.84], [1.00, 2.43, 1.13], [0.30, -0.18, 2.13], [-0.77, 1.08, 2.47], [-1.82, 1.05, 0.62], [-0.42, 1.39, -0.31], [-0.26, -2.72, -2.89], [-0.33, -0.98, -2.99], [1.25, -1.83, -2.79]]}

---

Model x:
{"formula": "C3H9NS2", "method": "the ωB97M-V functional and the def2-TZVPD basis", "orbital_gap_ev": 9.587, "e_homo_ev": -8.977, "smiles": "CNCCSS", "species": ["S", "S", "C", "C", "N", "C", "H", "H", "H", "H", "H", "H", "H", "H", "H"], "positions_angstrom": [[2.32, 0.33, 3.20], [0.56, 0.29, 2.25], [0.91, -0.58, 0.76], [0.19, -0.17, -0.55], [-1.23, -0.42, -0.49], [-1.97, 0.16, -1.66], [2.94, 1.32, 2.54], [0.98, -1.66, 0.89], [1.95, -0.36, 0.50], [0.56, 0.86, -0.72], [0.78, -0.73, -1.28], [-1.53, 0.08, 0.33], [-1.26, 0.30, -2.47], [-2.77, -0.50, -1.97], [-2.41, 1.09, -1.32]]}

---

Model y:
{"formula": "C3H9NS2", "method": "the ωB97M-V functional and the def2-TZVPD basis", "orbital_gap_ev": 8.524, "e_homo_ev": -7.933, "smiles": "C[C@H](N)CSS", "species": ["N", "C", "C", "C", "S", "S", "H", "H", "H", "H", "H", "H", "H", "H", "H"], "positions_angstrom": [[-0.19, 2.68, -0.13], [-1.01, 1.57, 0.27], [-1.38, 0.86, -1.07], [-0.35, 0.63, 1.29], [0.28, -1.09, 0.93], [1.01, -1.49, -0.96], [0.16, 2.61, -1.06], [0.47, 3.01, 0.56], [-2.04, 1.65, 0.62], [-1.56, 1.71, -1.76], [-2.40, 0.48, -1.16], [-0.64, 0.23, -1.56], [-0.99, 0.40, 2.14], [0.58, 1.10, 1.60], [1.05, -2.82, -0.79]]}

---

Short version: model w is the most stable of them.

---

Model w:
{"formula": "ClH2N2O", "method": "the ωB97M-V functional and the def2-TZVPD basis", "orbital_gap_ev": [9.019, 9.043], "total_charge": -1, "e_homo_ev": [-4.958, -4.956], "species": ["N", "N", "O", "Cl", "H", "H"], "positions_angstrom": [[0.44, 0.33, -0.11], [-0.68, -0.42, 0.46], [0.19, 1.52, -0.45], [2.62, -1.13, -1.28], [1.28, -0.21, -0.61], [-1.33, 0.37, 0.50]]}

---

Model x:
{"formula": "ClH2N2O", "method": "the ωB97M-V functional and the def2-TZVPD basis", "orbital_gap_ev": [7.223, 8.452], "total_charge": -1, "e_homo_ev": [-2.840, -3.935], "species": ["N", "N", "O", "Cl", "H", "H"], "positions_angstrom": [[0.54, -0.56, -0.60], [-1.33, 0.27, 0.41], [0.72, -1.79, -0.42], [1.81, 0.66, 0.21], [-1.21, 0.70, -0.52], [-0.53, 0.72, 0.93]]}

---

Short version: model w is the most stable of them.

---

Model w:
{"formula": "C11H13NO3", "method": "the ωB97M-V functional and the def2-TZVPD basis", "orbital_gap_ev": [8.435, 6.669], "e_homo_ev": [-8.823, -8.260], "species": ["C", "C", "C", "C", "C", "C", "C", "C", "C", "C", "C", "N", "O", "O", "O", "H", "H", "H", "H", "H", "H", "H", "H", "H", "H", "H", "H", "H"], "positions_angstrom": [[0.76, 1.47, -0.62], [-0.46, 0.93, -0.60], [-1.05, -0.14, 0.23], [-0.52, -1.01, 1.01], [2.05, 1.28, 0.11], [-1.55, 1.43, -1.53], [0.58, -1.68, 1.70], [2.11, 0.41, 1.37], [-2.62, 0.35, -1.50], [-2.57, -0.15, -0.05], [1.84, -1.03, 1.12], [2.45, -1.69, 0.08], [3.51, -1.22, -0.33], [1.97, -2.75, -0.32], [-3.22, -1.35, 0.20], [0.87, 2.25, -1.38], [2.77, 0.87, -0.61], [2.42, 2.28, 0.36], [-1.96, 2.37, -1.15], [-1.16, 1.61, -2.54], [0.51, -1.53, 2.78], [0.59, -2.74, 1.48], [3.12, 0.50, 1.77], [1.41, 0.78, 2.12], [-3.61, 0.70, -1.78], [-2.35, -0.47, -2.17], [-3.04, 0.58, 0.61], [-2.85, -2.04, -0.36]]}

---

Model x:
{"formula": "C11H13NO3", "method": "the ωB97M-V functional and the def2-TZVPD basis", "orbital_gap_ev": 9.354, "e_homo_ev": -8.995, "smiles": "CO/N=C/CC(=O)c1ccc(OC)cc1", "species": ["C", "H", "H", "H", "O", "N", "C", "C", "C", "O", "C", "C", "C", "C", "C", "C", "H", "H", "O", "C", "H", "H", "H", "H", "H", "H", "H", "H"], "positions_angstrom": [[0.59, 2.71, 3.13], [-0.11, 1.94, 3.48], [0.39, 2.93, 2.07], [0.47, 3.61, 3.72], [1.94, 2.32, 3.33], [2.44, 1.23, 2.71], [1.76, 0.49, 1.95], [2.43, -0.67, 1.31], [2.33, -0.55, -0.21], [3.32, -0.38, -0.88], [0.98, -0.61, -0.81], [-0.13, -1.15, -0.17], [-1.37, -1.17, -0.79], [-1.52, -0.65, -2.07], [-0.40, -0.11, -2.72], [0.82, -0.11, -2.10], [1.69, 0.30, -2.60], [-0.53, 0.29, -3.72], [-2.68, -0.61, -2.76], [-3.85, -1.14, -2.18], [-4.11, -0.61, -1.26], [-4.64, -1.00, -2.91], [-3.73, -2.21, -1.96], [-2.21, -1.61, -0.27], [-0.05, -1.59, 0.81], [3.48, -0.68, 1.59], [1.96, -1.60, 1.63], [0.70, 0.65, 1.70]]}

---

Short version: model x is the most stable of them.